--- 1 ---
C2HNOS | ωB97M-V/def2-TZVPD

As for the spin multiplicity: 1. The calculation puts the LUMO energy (alpha / beta) at -3.271 / -3.300 eV.

Element x y z (Å)
C: 1.392 -2.001 -0.984
C: 0.601 0.251 -0.141
N: 1.707 -3.094 -1.286
O: 1.319 2.601 0.146
S: 1.811 1.292 -0.277
H: -0.293 0.188 0.352

=====

--- 2 ---
C2HNOS | ωB97M-V/def2-TZVPD

As for the spin multiplicity: 1. The calculation puts the LUMO energy at 0.507 eV.

Element x y z (Å)
C: 0.544 -1.130 0.158
C: -0.918 1.865 0.382
N: 0.878 0.020 0.165
O: -1.703 1.348 -0.219
S: -0.161 -2.508 0.099
H: 1.358 0.404 -0.585

=====

--- 3 ---
C2HNOS | ωB97M-V/def2-TZVPD

As for the SMILES: O=C=S.C#N. As for the spin multiplicity: 1. The calculation puts the LUMO energy at 0.497 eV.

Element x y z (Å)
C: -1.591 0.957 -0.063
C: 1.681 -0.873 -0.016
N: -1.910 0.798 -1.152
O: 2.269 -0.362 -0.855
S: 0.905 -1.475 1.108
H: -1.353 0.954 0.978

=====

3 takes first place; second place is 9.1 kcal/mol up.

=====

--- 1 ---
C3H7NOS2 | ωB97M-V/def2-TZVPD

As for the SMILES: N[C@H](C=O)CSS. As for the spin multiplicity: 1. The calculation puts the LUMO energy at 0.387 eV.

Element x y z (Å)
N: 1.998 1.523 0.774
C: 0.820 1.453 -0.044
C: 0.022 2.764 0.041
O: -1.158 2.787 -0.205
C: -0.104 0.275 0.339
S: 0.418 -1.281 -0.409
S: -1.099 -2.689 -0.003
H: 1.923 1.382 1.772
H: 2.872 1.214 0.380
H: 0.992 1.364 -1.122
H: 0.516 3.732 0.179
H: -1.082 0.519 -0.079
H: -0.120 0.288 1.428
H: -1.165 -3.049 -1.283

=====

--- 2 ---
C3H7NOS2 | ωB97M-V/def2-TZVPD

As for the SMILES: N[C@H](C=O)CSS. As for the spin multiplicity: 1. The calculation puts the LUMO energy at 0.441 eV.

Element x y z (Å)
N: -0.757 -0.993 -1.450
C: -0.465 -0.730 -0.045
C: -1.780 -0.899 0.964
O: -1.528 -0.833 2.122
C: 0.262 0.544 0.391
S: 1.562 0.886 -1.018
S: 2.600 2.512 -0.262
H: -1.301 -0.178 -1.695
H: 0.071 -0.957 -1.998
H: 0.113 -1.588 0.361
H: -2.729 -1.097 0.523
H: 0.797 0.288 1.368
H: -0.319 1.506 0.473
H: 3.474 1.538 0.266

=====

1 takes first place; second place is 11.7 kcal/mol up.